C24H26MgN4Si | ωB97M-V with the def2-TZVPD basis set

Relative energy (zero: lowest compared OMol25 entry of this formula, charge and spin) ... 293.0 kJ/mol
Frontier orbital gap (spin up / spin down) ... 4.8 / 4.6 eV
HOMO energy (spin up / spin down) ... -4.377 / -4.358 eV
E ... -1638.56365 Ha
F_max ... 3.647 eV/Å

ORCA input file:
```
! wB97M-V def2-TZVPD RIJCOSX def2/J DEFGRID3
* xyz 0 1
C 1.144 2.372 1.297
C 0.121 2.480 0.324
C -1.128 2.590 0.988
H 0.266 2.582 -0.745
C -0.872 2.632 2.394
C 0.538 2.459 2.581
H 1.062 2.541 3.527
H 2.209 2.348 1.095
H -2.084 2.772 0.512
H -1.595 2.882 3.164
Mg -0.608 0.399 2.116
C -1.224 -2.264 -2.973
H -2.085 -1.781 -2.477
H -1.719 -2.820 -3.802
H -0.603 -1.601 -3.766
Si -0.217 -0.879 -2.305
C 1.586 -0.807 -2.457
C 2.136 0.447 -2.139
H 1.495 1.211 -1.674
C 3.485 0.707 -2.423
H 3.895 1.713 -2.232
C 4.260 -0.332 -2.966
H 5.291 -0.130 -3.234
C 3.758 -1.637 -3.128
H 4.396 -2.462 -3.482
C 2.402 -1.882 -2.842
H 1.946 -2.879 -2.907
C -1.098 0.708 -2.625
C -0.754 1.479 -3.749
H 0.167 1.252 -4.299
C -1.593 2.525 -4.165
H -1.312 3.144 -5.029
C -2.767 2.774 -3.438
H -3.435 3.575 -3.751
C -3.111 2.028 -2.296
H -4.002 2.262 -1.695
C -2.269 0.980 -1.901
H -2.493 0.350 -1.031
H -0.313 -1.200 -0.849
H -0.631 -2.996 -2.339
N -0.501 -1.345 5.773
C -0.692 -0.128 6.424
C -0.777 0.819 5.437
N -0.694 0.205 4.197
C -0.490 -1.103 4.433
C -0.218 -2.051 3.363
N -0.050 -1.683 2.072
C 0.272 -2.842 1.372
C 0.239 -3.914 2.226
N -0.055 -3.397 3.485
H -0.388 -2.257 6.208
H -0.747 -0.033 7.492
H -0.878 1.891 5.526
H 0.506 -2.813 0.316
H 0.387 -4.964 2.047
H -0.160 -3.928 4.348
*
```

=====

C29H66N9O11 | ωB97M-V with the def2-TZVPD basis set

Frontier orbital gap ... 9.6 eV
HOMO energy ... -7.347 eV
E ... -2465.35663 Ha
F_max ... 1.211 eV/Å

ORCA input file:
```
! wB97M-V def2-TZVPD RIJCOSX def2/J DEFGRID3
* xyz -1 1
C 16.906 -10.410 2.746
C 16.995 -11.249 4.021
O 18.118 -11.501 4.513
O 15.890 -11.676 4.471
H 17.533 -9.520 2.795
H 15.874 -10.087 2.624
H 17.253 -11.023 1.913
C 16.042 -11.092 -1.203
C 16.800 -9.804 -1.415
O 16.387 -8.722 -1.027
N 17.999 -9.967 -2.049
C 18.960 -8.917 -2.211
H 16.611 -11.912 -0.766
H 15.698 -11.445 -2.186
H 15.121 -10.994 -0.635
H 18.172 -10.847 -2.502
H 19.017 -8.536 -3.233
H 19.976 -9.224 -1.942
H 18.768 -8.113 -1.504
C 14.947 -9.358 7.220
C 13.732 -9.198 6.333
O 12.725 -8.616 6.719
N 13.851 -9.726 5.098
C 12.852 -9.644 4.080
H 14.650 -9.848 8.147
H 15.353 -8.371 7.437
H 15.702 -10.004 6.764
H 14.632 -10.351 4.928
H 11.850 -9.793 4.493
H 13.036 -10.397 3.317
H 12.830 -8.663 3.590
C 20.247 -9.291 1.488
C 20.828 -7.899 1.434
O 21.083 -7.341 0.373
N 21.058 -7.321 2.628
C 21.651 -6.018 2.746
H 19.802 -9.497 2.460
H 21.008 -10.021 1.214
H 19.473 -9.351 0.720
H 20.901 -7.845 3.481
H 22.714 -6.019 2.452
H 21.665 -5.711 3.789
H 21.189 -5.289 2.082
C 15.357 -15.605 4.758
C 16.116 -16.627 3.959
O 15.527 -17.356 3.180
N 17.462 -16.767 4.137
C 18.321 -15.900 4.913
H 15.300 -15.891 5.812
H 14.353 -15.558 4.352
H 15.792 -14.602 4.740
H 17.868 -17.455 3.525
H 19.197 -15.605 4.338
H 18.627 -16.374 5.851
H 17.771 -15.002 5.192
C 20.102 -7.652 7.206
C 20.085 -8.789 6.207
O 20.639 -8.651 5.120
N 19.442 -9.928 6.517
C 18.636 -10.187 7.676
H 21.156 -7.519 7.469
H 19.532 -7.776 8.120
H 19.799 -6.739 6.697
H 19.237 -10.471 5.683
H 18.064 -9.315 8.006
H 19.217 -10.542 8.528
H 17.888 -10.929 7.398
C 20.135 -13.845 7.242
C 21.064 -13.655 6.052
O 22.224 -14.042 6.075
N 20.492 -13.023 5.002
C 21.213 -12.649 3.810
H 19.159 -14.221 6.937
H 20.002 -12.901 7.776
H 20.598 -14.525 7.954
H 19.574 -12.620 5.134
H 20.645 -12.959 2.931
H 22.173 -13.156 3.787
H 21.386 -11.571 3.781
C 13.634 -13.621 1.876
C 14.989 -14.223 1.575
O 15.063 -15.304 1.009
N 16.085 -13.510 1.923
C 17.444 -13.909 1.651
H 13.080 -14.306 2.513
H 13.098 -13.438 0.949
H 13.742 -12.676 2.421
H 15.917 -12.698 2.496
H 17.611 -14.950 1.928
H 18.120 -13.271 2.219
H 17.682 -13.790 0.589
C 16.319 -13.435 7.771
C 14.817 -13.331 7.768
O 14.138 -13.727 8.706
N 14.305 -12.834 6.617
C 12.897 -12.767 6.333
H 16.630 -14.464 7.590
H 16.722 -13.183 8.757
H 16.812 -12.751 7.074
H 15.013 -12.517 5.967
H 12.446 -11.874 6.779
H 12.392 -13.636 6.754
H 12.744 -12.733 5.257
C 14.385 -6.691 5.048
C 15.449 -6.069 5.912
O 15.162 -5.279 6.796
N 16.749 -6.357 5.631
C 17.226 -7.350 4.678
H 14.664 -7.657 4.628
H 14.145 -6.028 4.214
H 13.482 -6.801 5.644
H 17.424 -5.803 6.129
H 16.902 -8.352 4.981
H 18.314 -7.384 4.686
H 16.899 -7.160 3.656
*
```